1.
C37H40OOsP2 | ωB97M-V/def2-TZVPD

Energy ... -2281.70661 Eh
Frontier orbital gap (spin up / spin down) ... 0.2788 / 0.2318 Ha
Highest occupied orbital energy (spin up / spin down) ... -13.1 / -14.0 eV
2S+1 ... 5
ΔE to the lowest compared entry with this formula, charge and spin ... 62.94 kJ/mol
LUMO energy (spin up / spin down) ... -5.56 / -7.66 eV
Net charge ... +2

Atoms and positions in Å:
H1 3.234388 3.547435 4.173245
C1 -2.166770 -2.941538 -0.406354
C2 -0.485438 4.048253 1.271851
C3 1.932017 1.810248 4.072655
C4 -3.605679 -5.295439 -1.055879
C5 -0.025744 -2.310644 2.523400
C6 1.470597 0.472364 1.900105
H2 0.888433 -2.628867 2.021477
C7 -3.279042 -5.013698 0.267802
H3 1.166766 0.545907 -4.705123
H4 1.646642 3.826995 -1.086152
H5 1.038554 -2.721188 -4.203376
H6 -2.331815 -2.492530 -2.529437
C8 2.227459 3.283858 3.805214
H7 4.356931 1.903270 2.045996
C9 2.420211 2.140930 -3.929651
H8 0.567844 -3.119820 -6.600337
C10 -0.545012 -1.268640 -3.957624
H9 -1.020901 4.193971 3.341888
H10 3.461398 -0.145501 2.154169
C11 0.554827 -2.418477 -0.503156
C12 -2.346478 -1.421412 3.817165
C13 3.563394 1.839143 1.276635
H11 -3.540771 -5.706370 1.067905
C14 -1.054603 -1.712060 1.784546
C15 1.068573 -1.878500 -1.650620
H12 -3.247682 -1.075645 4.320242
C16 0.217164 -2.198659 -4.681181
H13 2.852150 3.664187 0.400744
C17 1.739570 2.972298 -1.767382
C18 -1.501500 1.672689 1.554833
C19 -3.242402 -4.388131 -2.054654
H14 -1.326131 -1.964827 -7.738304
O1 -0.108026 4.748160 0.330440
C20 0.943579 1.858510 -1.564195
H15 -2.864415 -0.547876 -6.376027
H16 1.417427 1.737903 5.041431
H17 1.972110 -2.172163 -2.178628
H18 -2.341833 -3.668726 1.633786
H19 -3.476099 -4.617524 -3.094531
C21 -1.990365 -1.001479 -5.907831
H20 1.791326 4.723614 2.219230
H21 -2.411659 -0.181266 -3.959061
C22 -2.563218 -3.210496 -1.734872
H22 0.869692 -3.342188 -0.012626
H23 0.350827 1.667058 -0.617801
C23 2.629347 3.009495 -2.858221
H24 -3.083100 -0.906112 1.852324
C24 -2.248918 -1.316783 2.434184
H25 -2.415371 4.089313 2.254838
Os1 0.349752 2.187251 1.306389
H26 4.096895 1.825672 0.303920
H27 0.661873 -2.900288 4.456404
C25 -1.405466 4.504266 2.360021
C26 -1.138302 -1.815166 -6.666566
H28 0.103463 0.718522 3.567433
H29 -1.376720 -2.072184 5.634178
C27 1.435650 1.155255 -3.838935
C28 -0.153372 -2.436952 3.904880
H30 0.969206 -0.458658 1.660673
H31 3.455767 3.721922 -2.868565
H32 2.869509 1.246391 4.182985
H33 -1.920538 2.048417 2.526463
C29 0.826706 0.907809 -2.592414
C30 -2.572829 -3.849407 0.582988
C31 2.881399 0.453884 1.433643
C32 -1.297411 -1.980911 4.552707
H34 -1.484144 5.592829 2.305504
C33 -1.719663 -0.769689 -4.556935
P1 -0.066909 -0.632391 -2.275321
H35 -2.089239 2.212365 0.779038
C34 2.070908 3.669960 2.370718
C35 0.999285 1.138885 3.082326
H36 3.009357 2.219713 -4.841567
P2 -0.980492 -1.539931 -0.051655
H37 -4.128083 -6.217950 -1.302071
H38 2.958275 -0.075988 0.465004
C36 -0.061258 -2.439826 -6.029479
H39 1.507163 3.872653 4.393223
C37 2.673526 3.038018 1.279260
H40 -1.632566 0.586489 1.482673

Atoms 1-6, force components in eV/Å:
-0.3213 0.0379 -0.2900
-0.5315 0.0104 -0.7737
0.0495 3.1040 -1.4851
-0.0768 -0.1025 0.6169
0.2353 0.1836 0.0841
-0.3172 0.4488 -0.1506

2.
C37H41BN11O3 | ωB97M-V/def2-TZVPD

Energy ... -2287.21928 Eh
Frontier orbital gap ... 0.2930 Ha
Highest occupied orbital energy ... -10.7 eV
LUMO energy ... -2.71 eV
Net charge ... +1

Atoms and positions in Å:
O1 2.481377 2.671746 1.799786
H1 -6.074478 0.013383 -0.370551
C1 0.848977 -3.128048 0.023786
C2 0.135015 8.555924 -2.129358
H2 3.268925 -7.359620 2.093366
H3 6.393944 -4.496522 2.363942
H4 4.500700 -2.239867 -0.475190
H5 2.763938 6.625350 -2.976776
C3 7.176378 -4.790410 0.377825
C4 3.428316 -7.656634 1.065130
O2 1.472127 4.200083 3.286732
H6 0.694980 2.149228 5.688741
C5 -8.272225 0.780717 -3.366519
H7 -3.355749 4.599547 -2.926529
H8 -5.202852 -1.907332 1.867155
C6 5.274754 -2.970582 -0.264910
H9 5.929540 -3.155419 -2.301675
C7 1.783098 6.911559 -2.616949
N1 1.263384 0.882076 3.507475
H10 0.351513 -3.611646 0.857790
H11 1.667296 -0.137085 1.743364
C8 1.400790 8.242560 -2.600825
H12 3.344378 2.747849 2.242205
C9 3.263424 -9.239031 -0.714394
H13 1.537733 -0.080866 -0.856889
H14 2.559116 -9.610361 1.280817
H15 -4.106058 6.855643 -2.172572
H16 -0.207459 9.584381 -2.094943
H17 -4.449819 7.248302 0.265106
C10 1.506756 -1.164193 -0.931072
C11 -6.709836 0.259166 -1.211685
C12 4.032985 -6.791797 0.166315
C13 -3.223467 -1.625376 1.063175
C14 -3.933494 6.062964 -1.455863
H18 -4.021082 5.367177 1.842112
H19 1.152281 4.901866 -2.162670
N2 1.790607 -0.110278 2.756315
H20 -7.429344 2.106678 -0.384102
N3 -4.845066 0.083390 1.533625
H21 -1.345014 -0.961985 0.254260
C15 -2.699172 0.663398 0.626713
N4 -3.486704 4.021963 0.390760
C16 3.878828 -8.301892 -1.530202
C17 -3.887654 5.238347 0.773099
C18 -3.310897 3.830583 -0.920884
C19 1.382282 -3.872475 -1.012692
H22 1.315771 -4.952010 -1.006871
N5 0.900168 -1.792928 0.085024
C20 3.035924 -8.905640 0.610582
C21 2.439548 -0.916484 3.563430
N6 -7.553029 -0.343019 -3.378278
H23 4.080726 -8.519295 -2.573513
H24 2.068170 9.020809 -2.945499
N7 2.389272 -0.521761 4.849266
C22 2.003198 -3.199034 -2.050381
H25 -2.968412 -2.677083 1.068039
C23 -8.263102 1.692167 -2.321448
N8 -0.740302 7.648046 -1.692353
H26 2.971280 -10.203669 -1.106785
C24 -2.325239 -0.670832 0.612482
H27 -6.214916 -1.502963 -2.349152
C25 6.068696 -3.477934 -1.278498
C26 2.068360 -1.816049 -2.014424
C27 1.612958 0.605589 4.770746
C28 -3.516972 4.810976 -1.877869
H28 -4.294613 2.016334 1.129604
C29 -7.463973 1.421000 -1.222612
C30 -4.124834 6.284857 -0.102972
C31 6.328194 -4.223827 1.316036
H29 2.434683 -3.747991 -2.878162
C32 7.040017 -4.406569 -0.945722
O3 0.520310 1.944995 3.090007
C33 -0.352140 6.371733 -1.718232
N9 5.385906 -3.325308 1.018874
H30 2.982850 -1.804490 3.228650
H31 7.922757 -5.514246 0.675381
C34 0.890792 5.951981 -2.166071
N10 4.263416 -7.092955 -1.114375
B1 1.495572 2.961160 2.721351
H32 -1.085758 5.658701 -1.358801
H33 -2.025836 1.437775 0.282662
H34 -2.988266 2.834716 -1.206279
H35 2.547013 -1.256545 -2.806823
H36 0.602585 4.400939 3.671965
C35 -4.464524 -1.197420 1.509028
C36 -3.962264 0.987908 1.096147
N11 1.258775 1.321455 5.830363
H37 7.682007 -4.827979 -1.708900
H38 1.498212 0.980798 6.752304
H39 -8.884757 0.948201 -4.246034
H40 4.354368 -5.802675 0.473628
H41 -8.866310 2.589148 -2.367549
C37 -6.789348 -0.583042 -2.310311

Atoms 1-6, force components in eV/Å:
-0.2028 -0.8350 1.3427
-0.1595 0.0266 -0.1289
-0.1249 0.1394 0.3015
-0.2310 -0.0054 0.0831
0.0202 0.0135 -0.0163
0.0737 -0.0493 -0.0280

no.,strongest force on any atom (eV Å⁻¹)
1,3.44
2,2.16